Entry 1:
Here is the molecule C3H6OS2 in a non-equilibrium geometry from the OMol25 dataset. Energies are from ωB97M-V/def2-TZVPD.

Each line ends with the Löwdin charge.
CARTESIAN COORDINATES (ANGSTROEM)
C -2.233485 -0.469524 0.032175  -0.1284
O -1.280564 0.543094 -0.115681  -0.2587
C 0.070070 0.129152 -0.032742  -0.5312
S 1.153780 1.614548 0.037044  0.9162
C 2.662927 0.810157 -0.081020  -1.0442
S 2.952943 -0.792159 0.001905  0.6196
H -3.237163 -0.112760 -0.197156  0.0844
H -2.276305 -0.865830 1.110868  0.1097
H -1.981931 -1.353604 -0.611294  0.0981
H 0.319816 -0.463829 -0.936064  0.0839
H 0.336505 -0.495664 0.808776  0.0602
H 3.513410 1.456416 -0.016816  -0.0097

Atoms 1-3, force components in eV/Å:
0.3007 -1.9790 1.2759
0.5753 0.8938 0.2944
-0.4528 -0.1310 -1.0861

Calculated values
SMILES: COCSC=S
HOMO, eV: -8.803
Kohn-Sham gap, eV: 8.60
ΔE to the lowest compared entry with this formula, charge and spin, eV: 1.681
Electronic energy, eV: -26924.7618
LUMO level, eV: -0.2
Molecular weight, g/mol: 122.2

***

Entry 2:
Here is the molecule C3H6OS2 in a non-equilibrium geometry from the OMol25 dataset. Energies are from ωB97M-V/def2-TZVPD.

Each line ends with the Löwdin charge.
CARTESIAN COORDINATES (ANGSTROEM)
O 1.267150 0.056257 -1.898037  0.0922
C 0.658511 0.040621 -0.863587  -0.5355
C 1.141293 0.882434 0.345911  -0.4801
S -0.137784 1.996703 1.035054  0.7071
C -0.629147 -0.773964 -0.695882  -0.5451
S -0.735155 -1.695150 0.827368  0.7001
H 1.520119 0.241113 1.144396  0.0724
H 1.845773 1.618645 -0.068061  0.0727
H -0.746135 1.108157 1.810645  -0.1734
H -1.471303 0.007310 -0.709732  0.0986
H -0.655189 -1.416438 -1.610470  0.0934
H -2.058134 -2.065690 0.682395  -0.1025

Atoms 1-3, force components in eV/Å:
-0.1026 -0.0538 -0.0868
-0.0566 0.2064 1.2445
-0.6589 0.4574 -0.7954

Calculated values
SMILES: O=C(CS)CS
HOMO, eV: -9.294
Kohn-Sham gap, eV: 9.74
ΔE to the lowest compared entry with this formula, charge and spin, eV: 0.748
Electronic energy, eV: -26925.6944
LUMO level, eV: 0.4
Molecular weight, g/mol: 122.2

***

Entry 3:
Here is the molecule C3H6OSe in a non-equilibrium geometry from the OMol25 dataset. Energies are from ωB97M-V/def2-TZVPD.

Each line ends with the Löwdin charge.
CARTESIAN COORDINATES (ANGSTROEM)
C -0.006703 1.013439 0.814770  -0.0834
C -0.260775 -0.536562 0.160651  -0.6965
Se -1.706116 -0.475556 -1.114047  0.8121
C 1.025447 -0.944211 -0.486290  -0.3519
O 1.805147 -0.234013 -1.118699  0.0217
H 0.059667 1.633627 -0.062778  0.0350
H 0.969019 0.756874 1.353646  0.0953
H -0.904761 1.123205 1.418355  0.0572
H -0.647865 -1.273112 1.003571  0.1175
H -1.492743 0.980883 -1.332537  -0.1277
H 1.159684 -2.044575 -0.636643  0.1206

Atoms 1-3, force components in eV/Å:
0.3814 -4.7187 -0.3233
0.0111 1.5794 3.0166
-0.1976 0.5158 -0.4084

Calculated values
SMILES: C[C@@H]([SeH])C=O
HOMO, eV: -9.128
Kohn-Sham gap, eV: 9.52
ΔE to the lowest compared entry with this formula, charge and spin, eV: 0.502
Electronic energy, eV: -70600.3141
LUMO level, eV: 0.4
Molecular weight, g/mol: 137.0

***

Entry 4:
Here is the molecule C3H6P2 in a non-equilibrium geometry from the OMol25 dataset. Energies are from ωB97M-V/def2-TZVPD.

Each line ends with the Löwdin charge.
CARTESIAN COORDINATES (ANGSTROEM)
P 1.546434 0.974652 -1.693289  0.4247
P 1.105540 1.053304 0.488940  0.6136
C -0.302418 0.191113 0.472028  -0.7388
C -1.247382 -0.520352 1.267068  -0.2288
C -0.969566 -1.020582 -0.060789  -0.1928
H 3.042646 0.558446 -1.464738  -0.1126
H 1.705782 2.307460 -1.511157  -0.2474
H -0.827946 -0.801628 2.286841  0.1305
H -2.303217 -0.013122 1.351037  0.1456
H -1.535729 -0.936636 -0.983425  0.1060
H -0.214144 -1.792656 -0.152516  0.1000

Atoms 1-3, force components in eV/Å:
1.6991 -2.1530 0.6592
-0.6141 0.0892 -0.1035
1.1514 0.3205 -0.6318

Calculated values
SMILES: [PH2]#P=C1CC1
HOMO, eV: -8.649
Kohn-Sham gap, eV: 8.88
ΔE to the lowest compared entry with this formula, charge and spin, eV: 2.206
Electronic energy, eV: -21782.2310
LUMO level, eV: 0.2
Molecular weight, g/mol: 104.0

***

Entry 5:
Here is a structure of composition C3H6S2 in a non-equilibrium geometry from the OMol25 dataset. Energies are from ωB97M-V/def2-TZVPD.

Each line ends with the Löwdin charge.
CARTESIAN COORDINATES (ANGSTROEM)
C 1.824998 0.674078 0.153360  -0.4481
C -0.533971 -0.330809 -0.115465  -1.2518
C -1.799728 -1.140808 0.091772  -0.2446
H 1.500974 1.503966 -0.731965  0.0686
H 1.764236 1.082931 1.142491  0.0060
H 2.954060 0.460753 0.013910  0.0401
H -2.694156 -0.753623 -0.903661  0.1922
H -1.428574 -2.159078 0.360310  0.0234
H -2.091599 -0.747363 1.402265  0.1770
S 0.960131 -1.041027 -0.093571  0.8740
S -0.769677 1.378380 -0.035264  0.5633

Atoms 1-3, force components in eV/Å:
2.7961 -0.2343 -3.7109
-3.1698 3.7614 0.7985
-1.0340 1.7966 1.7409

Calculated values
HOMO, eV: -8.011
Kohn-Sham gap, eV: 7.71
ΔE to the lowest compared entry with this formula, charge and spin, eV: 4.008
Electronic energy, eV: -24874.6998
LUMO level, eV: -0.3
Molecular weight, g/mol: 106.2

***

Entry 6:
Here is the molecule C3H6Se in a non-equilibrium geometry from the OMol25 dataset. Energies are from ωB97M-V/def2-TZVPD.

Each line ends with the Löwdin charge.
CARTESIAN COORDINATES (ANGSTROEM)
C -0.181799 2.210697 1.044378  -0.1971
C 0.539078 1.475412 0.209370  -0.5541
C -0.372689 -1.869484 -0.706864  -0.2971
Se 0.371921 0.119524 -1.034955  0.9897
H 0.350959 3.015948 1.594618  0.0412
H -1.154283 1.984166 1.551253  0.0492
H -0.387810 -1.992470 -1.754623  -0.0514
H -1.331148 -2.080335 -0.225669  0.0098
H 0.486658 -2.333816 -0.078128  0.0403
H 1.679113 -0.529643 -0.599379  -0.0304

Atoms 1-3, force components in eV/Å:
-0.1983 -0.7211 1.3795
0.3064 0.9126 -0.4494
1.5669 0.5748 1.9540

Calculated values
HOMO, eV: -7.309
Kohn-Sham gap, eV: 7.59
ΔE to the lowest compared entry with this formula, charge and spin, eV: 3.453
Electronic energy, eV: -68549.2572
LUMO level, eV: 0.3
Molecular weight, g/mol: 121.0

***

Entry 7:
Here is the molecule C3H6Se in a non-equilibrium geometry from the OMol25 dataset. Energies are from ωB97M-V/def2-TZVPD.

Each line ends with the Löwdin charge.
CARTESIAN COORDINATES (ANGSTROEM)
C 1.174650 -1.136329 -0.505373  -0.0560
C 0.535690 -0.006787 -0.688679  -0.1615
C -0.411594 0.677717 0.650224  -0.5425
Se -2.111179 -0.193133 0.946717  0.7268
H 1.729223 -1.609205 -1.300566  0.0498
H 1.179597 -1.640862 0.446735  0.0551
H 0.448805 0.536800 -1.608662  0.0652
H 0.199739 0.546356 1.536915  0.0262
H -0.560271 1.729866 0.424457  0.0266
H -2.853597 0.629083 0.023078  -0.1896

Atoms 1-3, force components in eV/Å:
0.3081 -0.1445 -0.1791
-2.5961 1.4479 3.3135
2.2661 -1.2346 -3.1024

Calculated values
SMILES: C=CC[SeH]
HOMO, eV: -8.608
Kohn-Sham gap, eV: 9.52
ΔE to the lowest compared entry with this formula, charge and spin, eV: 0.040
Electronic energy, eV: -68552.6699
LUMO level, eV: 0.9
Molecular weight, g/mol: 121.0

***

Entry 8:
Here is a cluster of 2 separate species, C3H6Si in total from the OMol25 dataset. Energies are from ωB97M-V/def2-TZVPD.

Each line ends with the Löwdin charge.
CARTESIAN COORDINATES (ANGSTROEM)
C -2.434367 0.070288 -0.404280  0.1315
C -1.347287 0.229479 0.112072  -0.2964
C -0.095060 0.363024 0.640624  -0.3360
Si 1.477171 0.245913 -0.376809  0.5680
H -3.386596 -0.087909 -0.818255  0.0209
H 0.220282 -2.213571 1.019248  0.1197
H -0.039074 0.564189 1.699655  0.0452
H 2.564696 -0.179303 0.500939  -0.0893
H 1.756338 1.623793 -0.837405  -0.0838
H 1.283897 -0.615900 -1.535793  -0.0797

Atoms 1-3, force components in eV/Å:
0.2631 0.0927 0.1649
-0.2859 -0.0540 -0.2525
0.6073 -0.5989 0.0140

Calculated values
HOMO (spin up / spin down), eV: -9.977 / -8.407
Kohn-Sham gap (spin up / spin down), eV: 9.04 / 7.89
ΔE to the lowest compared entry with this formula, charge and spin, eV: 4.148
Electronic energy, eV: -11079.4978
LUMO level (spin up / spin down), eV: -0.9 / -0.5
Molecular weight, g/mol: 70.2

***

Entry 9:
Here is a structure of composition C3H7AlFO2 in a non-equilibrium geometry from the OMol25 dataset. Energies are from ωB97M-V/def2-TZVPD.

Each line ends with the Löwdin charge.
CARTESIAN COORDINATES (ANGSTROEM)
O 0.615647 -1.053671 1.705451  -0.0724
C 1.440088 -0.097525 1.132057  -0.1954
C 0.706461 0.726119 0.083559  -0.0945
O -0.010368 -0.197758 -0.776029  -0.1918
C -0.893150 0.306463 -1.664217  0.0643
Al -0.578333 -1.663202 0.636823  1.0803
H 2.326130 -0.558670 0.653011  0.1613
H 1.818145 0.622586 1.882174  0.1763
H 1.394956 1.304620 -0.546038  0.1738
H -0.036823 1.385772 0.554954  0.1563
H -1.098765 -0.361310 -2.504744  0.1165
H -0.920998 1.392676 -1.784045  0.1232
H -2.579233 -0.546590 0.598903  0.2958
F -2.183758 -1.259510 0.028141  0.2063

Atoms 1-3, force components in eV/Å:
-2.4531 -2.0975 0.1323
2.0602 1.6593 -1.4405
0.4216 0.9883 0.3566

Calculated values
Spin multiplicity: 2
HOMO (spin up / spin down), eV: -17.372 / -20.317
Expectation value of S²: 0.753
Kohn-Sham gap (spin up / spin down), eV: 4.46 / 7.37
Electronic energy, eV: -16611.7415
LUMO level (spin up / spin down), eV: -12.9 / -13.0
Charge: +2
Molecular weight, g/mol: 121.1

***

Entry 10:
Here is a cluster of 2 separate species, C3H7Br2OP in total in a non-equilibrium geometry from the OMol25 dataset. Energies are from ωB97M-V/def2-TZVPD.

Each line ends with the Löwdin charge.
CARTESIAN COORDINATES (ANGSTROEM)
C 0.287333 -0.916454 2.953297  -0.4517
P 0.259201 0.626861 2.410716  0.3206
Br 2.196647 1.387668 2.612668  0.2665
H -0.568068 -1.618770 2.709713  0.0224
H 0.864649 -1.205086 3.755195  -0.0497
O 0.976025 0.431619 -0.760761  -0.1358
C 0.323513 0.375485 -1.957647  -0.3930
C -1.137243 -0.030031 -1.803590  -0.6141
Br -1.934695 1.183052 -0.540627  0.6436
H 0.678326 -0.186672 -0.167618  -0.0194
H 0.139401 1.381237 -2.347184  0.1067
H 0.919222 -0.482068 -2.482816  0.1575
H -1.388754 -1.119454 -1.607547  0.0885
H -1.615556 0.172613 -2.773799  0.0580

Atoms 1-3, force components in eV/Å:
-2.4514 -0.4429 -0.8919
-2.4444 -0.4958 -1.2697
2.1796 0.8659 0.7791

Calculated values
SMILES: C=PBr.OCCBr
HOMO, eV: -9.100
Kohn-Sham gap, eV: 9.00
ΔE to the lowest compared entry with this formula, charge and spin, eV: 3.460
Electronic energy, eV: -154643.7378
LUMO level, eV: -0.1
Molecular weight, g/mol: 249.9

***

Entry 11:
Here is a cluster of 2 separate species, C3H7Br3Si in total in a non-equilibrium geometry from the OMol25 dataset. Energies are from ωB97M-V/def2-TZVPD.

Each line ends with the Löwdin charge.
CARTESIAN COORDINATES (ANGSTROEM)
Br -1.999565 0.908442 -2.759178  0.3019
Si -0.290479 1.935506 -1.836017  -0.7460
Br -0.349224 4.095717 -2.373020  0.2498
Br 1.616482 1.146958 -2.619404  0.2671
H -0.049203 1.989572 -0.307391  -0.0616
C -0.286757 0.156112 1.548857  -0.0688
C 0.479257 -0.965792 1.463889  -0.2720
C 0.205369 -2.183271 0.657244  -0.1479
H 0.160238 1.050100 2.071233  0.0647
H -1.166720 0.377883 0.913159  0.0389
H 1.293522 -1.089926 2.229684  0.1044
H 0.773369 -1.990296 -0.312069  0.0802
H 0.465081 -3.210369 1.131220  0.0973
H -0.851370 -2.220638 0.191792  0.0919

Atoms 1-3, force components in eV/Å:
0.1425 -0.0012 0.3646
0.9468 0.9012 1.0843
-0.1731 -0.2433 -0.0588

Calculated values
SMILES: Br[SiH](Br)Br.C=CC
HOMO, eV: -9.565
Kohn-Sham gap, eV: 9.78
ΔE to the lowest compared entry with this formula, charge and spin, eV: 1.642
Electronic energy, eV: -221231.8072
LUMO level, eV: 0.2
Molecular weight, g/mol: 310.9

***

Entry 12:
Here is the ion C3H7BrNO with charge +1 in a non-equilibrium geometry from the OMol25 dataset. Energies are from ωB97M-V/def2-TZVPD.

Each line ends with the Löwdin charge.
CARTESIAN COORDINATES (ANGSTROEM)
C -1.161061 0.248949 -0.371679  -0.0993
C -0.258123 -0.892584 -0.859518  -0.1143
C 1.081968 -0.482767 0.874275  -0.4639
N -0.212374 1.035798 0.464253  0.0992
O 0.319714 -1.353569 0.341290  -0.0732
Br 2.852183 0.078261 0.043325  0.7383
H -1.537936 0.897235 -1.210959  0.1600
H -2.044679 0.006203 0.149414  0.1192
H -0.579630 -1.707062 -1.382706  0.1142
H 0.634635 -0.390940 -1.445120  0.1358
H 1.075126 -0.543689 1.960819  0.1214
H 0.306416 1.789022 0.041309  0.1254
H -0.476236 1.315149 1.395291  0.1372

Atoms 1-3, force components in eV/Å:
0.9136 1.8991 -1.5633
2.7119 3.2879 -0.5880
0.4945 1.8799 -0.0563

Calculated values
HOMO, eV: -15.232
Kohn-Sham gap, eV: 10.53
ΔE to the lowest compared entry with this formula, charge and spin, eV: 1.643
Electronic energy, eV: -76795.7846
LUMO level, eV: -4.7
Charge: +1
Molecular weight, g/mol: 153.0